# 1
12
Properties=species:S:1:pos:R:3:lowdin_charge:R:1 method="wB97M-V/def2-TZVPD" lumo_ev=-0.72 e_homo_ev=-8.34 spin_multiplicity=1 de_lowest_kcal_mol=40.9 energy_ev=-29538.3351
C 0.149 -1.390 0.349 -0.16
C 0.434 -0.318 -0.621 -0.39
C -0.063 1.588 0.497 -1.83
O -0.413 -0.170 -1.696 -0.13
I -0.038 2.985 -1.111 0.67
I -1.946 1.234 1.379 0.70
I 1.505 2.057 1.976 0.55
H 0.509 -2.293 -0.313 0.12
H -0.998 -1.649 0.573 0.09
H 0.718 -1.519 1.332 0.10
H 1.531 -0.354 -0.968 0.16
H -1.388 -0.170 -1.399 0.12

---

# 2
12
Properties=species:S:1:pos:R:3:lowdin_charge:R:1 method="wB97M-V/def2-TZVPD" lumo_ev="-0.55 / -0.55" e_homo_ev="-7.41 / -7.41" spin_multiplicity=1 de_lowest_kcal_mol=84.4 energy_ev=-29536.4488
C -1.776 -0.463 -1.266 -0.03
C -0.656 0.961 0.171 -0.50
C 2.214 -0.665 1.637 -1.66
O -1.468 0.002 0.097 -0.21
I 3.274 -2.428 0.971 0.47
I 3.532 0.799 2.579 0.44
I 1.557 0.343 -0.226 0.99
H -0.963 -0.137 -1.982 0.08
H -2.646 0.197 -1.521 0.11
H -1.829 -1.577 -1.229 0.11
H -0.494 1.085 1.277 0.10
H -0.743 1.882 -0.508 0.11